Below is C43H30F8GeLiNO5SbTe as an isolated structure, with properties calculated with ωB97M-V/def2-TZVPD.

Element x y z (Å)
Li 0.96 0.44 0.93
O 3.44 2.55 -1.44
C 2.72 1.58 -0.55
O 1.45 1.87 -0.33
C 3.48 1.35 0.75
C 4.83 1.50 1.01
C 5.27 1.18 2.29
C 4.39 0.70 3.26
C 3.06 0.55 2.89
N 2.66 0.89 1.68
C 1.92 0.03 3.79
O 2.12 0.00 5.00
O 0.84 -0.22 3.16
H 5.50 1.87 0.25
H 6.32 1.30 2.54
H 4.71 0.44 4.26
C 1.22 -3.94 -4.88
C 2.08 -2.85 -5.01
C 2.03 -1.82 -4.08
C 1.12 -1.86 -3.01
C 0.27 -2.95 -2.89
C 0.32 -3.99 -3.82
Ge 1.01 -0.29 -1.83
C 2.85 0.49 -1.68
C 3.17 1.71 -2.58
C 4.33 1.59 -3.51
C 5.20 0.59 -3.37
C 5.05 -0.44 -2.35
C 3.95 -0.49 -1.58
C -0.33 0.86 -2.76
C -1.02 0.34 -3.86
C -2.06 1.04 -4.46
C -2.42 2.29 -3.96
C -1.74 2.82 -2.88
C -0.70 2.12 -2.28
H 1.26 -4.75 -5.60
H 2.79 -2.81 -5.82
H 2.71 -0.98 -4.18
H -0.42 -3.01 -2.06
H -0.34 -4.84 -3.71
H 2.28 2.08 -3.11
H 4.44 2.34 -4.29
H 6.06 0.52 -4.05
H 5.82 -1.18 -2.24
H 3.84 -1.28 -0.84
H -0.75 -0.64 -4.24
H -2.58 0.62 -5.31
H -3.24 2.84 -4.43
H -2.02 3.80 -2.49
H -0.15 2.53 -1.44
F -6.49 -0.37 -2.11
C -5.46 -0.43 -1.21
C -5.77 -0.40 0.13
C -4.73 -0.45 1.05
C -3.41 -0.52 0.61
C -3.14 -0.57 -0.76
C -4.17 -0.51 -1.69
Sb -1.72 -0.51 1.91
C -1.55 1.60 2.13
C -0.87 2.09 3.24
C -0.67 3.46 3.38
C -1.15 4.30 2.39
F -0.96 5.64 2.53
C -1.80 3.84 1.27
C -2.00 2.47 1.14
C -2.58 -1.02 3.80
C -2.17 -2.22 4.39
C -2.68 -2.60 5.62
C -3.59 -1.76 6.25
F -4.10 -2.13 7.45
C -4.00 -0.57 5.70
C -3.48 -0.19 4.47
H -6.81 -0.35 0.45
H -4.95 -0.43 2.11
H -2.11 -0.67 -1.10
H -3.97 -0.52 -2.75
H -0.45 1.41 3.97
H -0.13 3.87 4.22
H -2.12 4.53 0.51
H -2.49 2.08 0.26
H -1.47 -2.86 3.88
H -2.38 -3.52 6.10
H -4.70 0.06 6.24
H -3.77 0.76 4.03
F 2.29 -1.96 0.44
Te 0.53 -2.71 1.06
F 1.05 -4.08 -0.11
F -0.56 -3.92 2.18
F -1.15 -3.02 0.01
F 1.80 -3.49 2.28
O 0.17 -0.79 -0.34

Computed properties:
* 2S+1: 2
* HOMO energy (spin up / spin down): -3.23 / -3.21 eV
* energy above the lowest of the compared OMol25 structures with the same formula, charge and spin: 255.6 kJ/mol
* LUMO level (spin up / spin down): 4.132 / 2.245 eV
* charge: -2
* F_max: 0.0077 Eh/bohr

List of Löwdin charges in e, atom by atom: number 1, Li, carries 0.491; number 2, O, carries -0.013; number 3, C, carries -0.565; number 4, O, carries -0.208; number 5, C, carries -0.158; number 6, C, carries 0.005; number 7, C, carries -0.064; number 8, C, carries -0.007; number 9, C, carries -0.164; number 10, N, carries 0.105; number 11, C, carries -0.618; number 12, O, carries 0.005; number 13, O, carries -0.215; number 14, H, carries 0.110; number 15, H, carries 0.093; number 16, H, carries 0.107; number 17, C, carries -0.120; number 18, C, carries -0.107; number 19, C, carries -0.100; number 20, C, carries -0.246; number 21, C, carries -0.099; number 22, C, carries -0.091; number 23, Ge, carries 0.923; number 24, C, carries -0.263; number 25, C, carries -0.286; number 26, C, carries -0.040; number 27, C, carries -0.107; number 28, C, carries -0.095; number 29, C, carries -0.069; number 30, C, carries -0.212; number 31, C, carries -0.104; number 32, C, carries -0.120; number 33, C, carries -0.120; number 34, C, carries -0.097; number 35, C, carries -0.093; number 36, H, carries 0.085; number 37, H, carries 0.088; number 38, H, carries 0.092; number 39, H, carries 0.076; number 40, H, carries 0.096; number 41, H, carries 0.132; number 42, H, carries 0.092; number 43, H, carries 0.086; number 44, H, carries 0.090; number 45, H, carries 0.100; number 46, H, carries 0.090; number 47, H, carries 0.091; number 48, H, carries 0.088; number 49, H, carries 0.091; number 50, H, carries 0.082; number 51, F, carries 0.028; number 52, C, carries -0.284; number 53, C, carries -0.027; number 54, C, carries -0.104; number 55, C, carries -0.341; number 56, C, carries -0.101; number 57, C, carries 0.007; number 58, Sb, carries 1.679; number 59, C, carries -0.342; number 60, C, carries -0.102; number 61, C, carries 0.003; number 62, C, carries -0.277; number 63, F, carries 0.034; number 64, C, carries -0.010; number 65, C, carries -0.099; number 66, C, carries -0.335; number 67, C, carries -0.086; number 68, C, carries -0.004; number 69, C, carries -0.288; number 70, F, carries 0.028; number 71, C, carries -0.027; number 72, C, carries -0.125; number 73, H, carries 0.108; number 74, H, carries 0.086; number 75, H, carries 0.077; number 76, H, carries 0.111; number 77, H, carries 0.098; number 78, H, carries 0.118; number 79, H, carries 0.112; number 80, H, carries 0.096; number 81, H, carries 0.081; number 82, H, carries 0.117; number 83, H, carries 0.110; number 84, H, carries 0.101; number 85, F, carries -0.498; number 86, Te, carries 1.877; number 87, F, carries -0.406; number 88, F, carries -0.525; number 89, F, carries -0.540; number 90, F, carries -0.485; number 91, O, carries -0.704

Below is C43H31Cl2F13N2O9STa as an isolated structure, with properties calculated with ωB97M-V/def2-TZVPD.

Element x y z (Å)
Ta -1.35 1.04 -0.98
C -8.36 1.71 0.74
C -6.92 1.29 0.57
C -6.35 0.29 1.34
C -5.04 -0.08 1.17
C -4.18 0.53 0.23
N -2.86 0.11 0.12
C -2.32 -0.86 1.00
C -2.36 -0.69 2.39
C -1.81 -1.64 3.23
C -1.19 -2.78 2.72
C -0.62 -3.84 3.62
C -1.08 -2.90 1.34
C -1.61 -1.95 0.48
C -1.42 -2.01 -1.05
O -1.08 -0.77 -1.57
C -2.72 -2.53 -1.75
F -2.46 -3.32 -2.80
F -3.47 -1.53 -2.19
F -3.47 -3.25 -0.90
C -0.22 -2.92 -1.45
F -0.47 -4.22 -1.22
F 0.86 -2.57 -0.74
F 0.08 -2.78 -2.74
C -4.78 1.51 -0.60
C -6.12 1.86 -0.40
C -4.12 2.08 -1.86
O -2.82 1.63 -2.01
C -4.04 3.64 -1.92
F -5.18 4.26 -1.60
F -3.70 4.05 -3.15
F -3.10 4.09 -1.08
C -4.89 1.58 -3.13
F -5.27 0.31 -2.99
F -4.13 1.65 -4.23
F -5.99 2.31 -3.35
H -8.77 1.35 1.68
H -8.98 1.31 -0.07
H -8.46 2.80 0.72
H -6.95 -0.23 2.09
H -4.65 -0.89 1.78
H -2.83 0.20 2.79
H -1.86 -1.49 4.31
H -0.55 -3.48 4.65
H 0.37 -4.14 3.30
H -1.26 -4.73 3.62
H -0.56 -3.76 0.95
H -6.57 2.59 -1.05
C 5.58 3.56 -0.07
C 5.19 2.83 1.20
C 6.16 1.70 1.47
C 5.79 0.97 2.75
C 4.39 0.43 2.60
C 4.01 -0.74 3.21
C 2.74 -1.28 2.99
F 2.43 -2.43 3.61
C 1.85 -0.69 2.15
C 2.22 0.51 1.52
C 1.30 1.13 0.59
O 0.24 0.49 0.29
C 1.66 2.38 0.07
C 2.91 2.87 0.35
N 3.81 2.28 1.13
C 3.48 1.08 1.75
C 0.91 3.08 -1.01
O 1.16 4.22 -1.32
O 0.04 2.33 -1.66
H 6.65 3.79 -0.02
H 5.06 4.51 -0.21
H 5.41 2.92 -0.93
H 5.20 3.52 2.06
H 7.17 2.12 1.54
H 6.13 1.01 0.61
H 5.85 1.65 3.60
H 6.47 0.14 2.95
H 4.70 -1.28 3.85
H 0.88 -1.12 1.95
H 3.20 3.79 -0.13
O -3.18 2.98 1.87
C -2.11 3.19 1.36
O -1.51 2.43 0.47
H -1.50 4.07 1.61
Cl 1.84 1.62 -5.89
C 1.17 1.60 -4.26
Cl -0.31 0.61 -4.18
H 0.90 2.61 -3.98
H 1.91 1.16 -3.58
O 3.82 -6.12 -0.20
C 3.49 -5.49 -1.37
O 3.12 -6.17 -2.29
C 3.63 -4.02 -1.41
C 3.98 -3.24 -0.31
C 4.09 -1.87 -0.42
C 3.85 -1.19 -1.63
S 3.94 0.54 -1.75
C 3.50 -2.00 -2.73
C 3.39 -3.37 -2.62
H 4.13 -5.46 0.43
H 4.16 -3.67 0.67
H 4.36 -1.28 0.45
H 3.30 -1.51 -3.68
H 3.11 -3.97 -3.48

Computed properties:
* HOMO energy: -4.47 eV
* energy above the lowest of the compared OMol25 structures with the same formula, charge and spin: 17.9 kJ/mol
* LUMO level: 1.272 eV
* charge: -1
* F_max: 0.0162 Eh/bohr

Löwdin population analysis, charges in e, atoms 1 to 99: number 1, Ta, carries 1.957; number 2, C, carries -0.056; number 3, C, carries -0.269; number 4, C, carries -0.034; number 5, C, carries -0.009; number 6, C, carries -0.185; number 7, N, carries -0.074; number 8, C, carries -0.246; number 9, C, carries -0.015; number 10, C, carries -0.031; number 11, C, carries -0.273; number 12, C, carries -0.049; number 13, C, carries 0.016; number 14, C, carries -0.071; number 15, C, carries -0.244; number 16, O, carries -0.275; number 17, C, carries -0.526; number 18, F, carries 0.163; number 19, F, carries 0.164; number 20, F, carries 0.163; number 21, C, carries -0.557; number 22, F, carries 0.156; number 23, F, carries 0.178; number 24, F, carries 0.176; number 25, C, carries -0.057; number 26, C, carries 0.007; number 27, C, carries -0.257; number 28, O, carries -0.222; number 29, C, carries -0.541; number 30, F, carries 0.158; number 31, F, carries 0.170; number 32, F, carries 0.170; number 33, C, carries -0.550; number 34, F, carries 0.174; number 35, F, carries 0.168; number 36, F, carries 0.152; number 37, H, carries 0.070; number 38, H, carries 0.078; number 39, H, carries 0.076; number 40, H, carries 0.111; number 41, H, carries 0.104; number 42, H, carries 0.123; number 43, H, carries 0.112; number 44, H, carries 0.074; number 45, H, carries 0.071; number 46, H, carries 0.081; number 47, H, carries 0.124; number 48, H, carries 0.117; number 49, C, carries -0.048; number 50, C, carries -0.289; number 51, C, carries -0.147; number 52, C, carries -0.124; number 53, C, carries -0.144; number 54, C, carries 0.048; number 55, C, carries -0.249; number 56, F, carries 0.064; number 57, C, carries 0.098; number 58, C, carries -0.036; number 59, C, carries -0.248; number 60, O, carries -0.107; number 61, C, carries -0.054; number 62, C, carries 0.002; number 63, N, carries 0.044; number 64, C, carries -0.087; number 65, C, carries -0.542; number 66, O, carries 0.106; number 67, O, carries -0.211; number 68, H, carries 0.086; number 69, H, carries 0.079; number 70, H, carries 0.059; number 71, H, carries 0.154; number 72, H, carries 0.122; number 73, H, carries 0.121; number 74, H, carries 0.125; number 75, H, carries 0.121; number 76, H, carries 0.132; number 77, H, carries 0.122; number 78, H, carries 0.136; number 79, O, carries 0.056; number 80, C, carries -0.442; number 81, O, carries -0.220; number 82, H, carries 0.139; number 83, Cl, carries 0.499; number 84, C, carries -0.998; number 85, Cl, carries 0.583; number 86, H, carries 0.020; number 87, H, carries -0.038; number 88, O, carries 0.088; number 89, C, carries -0.490; number 90, O, carries 0.093; number 91, C, carries -0.172; number 92, C, carries -0.050; number 93, C, carries -0.130; number 94, C, carries -0.725; number 95, S, carries 0.571; number 96, C, carries -0.117; number 97, C, carries -0.034; number 98, H, carries 0.070; number 99, H, carries 0.101

Below is a 8-piece molecular cluster, C43H31ClNO17P overall, with properties calculated with ωB97M-V/def2-TZVPD.

Element x y z (Å)
O 0.62 -4.88 0.66
C -0.47 -4.99 1.18
C -1.28 -6.23 1.01
C -2.48 -6.35 1.57
C -3.06 -5.25 2.38
O -4.16 -5.35 2.88
C -2.25 -4.02 2.56
C -1.05 -3.90 2.00
H -0.83 -7.01 0.41
H -3.09 -7.24 1.46
H -2.70 -3.23 3.15
H -0.46 -3.00 2.11
O -3.02 3.70 -2.78
C -1.94 3.38 -2.34
C -1.71 2.02 -1.79
C -0.54 1.66 -1.28
C 0.61 2.61 -1.27
O 1.69 2.29 -0.82
C 0.39 3.97 -1.83
C -0.79 4.32 -2.33
H -2.56 1.35 -1.80
H -0.36 0.68 -0.86
H 1.24 4.64 -1.81
H -0.98 5.31 -2.74
O -4.19 -1.46 1.24
C -5.29 -1.78 0.81
C -6.06 -0.87 -0.08
C -7.25 -1.22 -0.55
C -7.86 -2.53 -0.21
O -8.94 -2.85 -0.64
C -7.09 -3.44 0.68
C -5.89 -3.09 1.15
H -5.60 0.08 -0.32
H -7.82 -0.57 -1.20
H -7.55 -4.39 0.91
H -5.31 -3.73 1.80
O -0.90 0.38 6.99
C 0.19 0.07 7.42
C 0.57 0.35 8.83
C 1.77 0.01 9.30
C 2.77 -0.66 8.44
O 3.86 -0.97 8.87
C 2.39 -0.94 7.03
C 1.19 -0.60 6.56
H -0.18 0.84 9.44
H 2.07 0.20 10.32
H 3.14 -1.43 6.41
H 0.90 -0.80 5.54
O -8.12 7.20 -3.76
C -7.85 6.12 -3.29
C -8.89 5.06 -3.16
C -8.61 3.87 -2.65
C -7.24 3.55 -2.18
O -6.98 2.46 -1.71
C -6.20 4.60 -2.31
C -6.48 5.79 -2.82
H -9.88 5.33 -3.51
H -9.35 3.09 -2.54
H -5.20 4.33 -1.97
H -5.74 6.57 -2.93
O 6.07 -0.67 -0.15
C 6.81 -0.90 -1.09
C 6.58 -2.06 -1.98
C 7.37 -2.29 -3.03
C 8.52 -1.40 -3.33
O 9.24 -1.60 -4.28
C 8.75 -0.24 -2.43
C 7.96 -0.01 -1.39
H 5.73 -2.69 -1.74
H 7.22 -3.13 -3.70
H 9.59 0.40 -2.68
H 8.10 0.83 -0.72
O 5.09 0.49 -6.98
C 5.11 0.77 -5.80
C 4.19 0.10 -4.84
C 4.21 0.41 -3.55
C 5.15 1.43 -3.01
O 5.18 1.67 -1.82
C 6.06 2.10 -3.97
C 6.04 1.79 -5.26
H 3.53 -0.65 -5.25
H 3.56 -0.05 -2.82
H 6.74 2.83 -3.55
H 6.70 2.26 -5.98
O 2.56 -0.78 3.58
C 2.77 -0.03 2.66
O 2.31 1.24 2.59
N 3.56 -0.37 1.56
P 2.86 -1.62 0.59
O 3.28 -1.14 -0.89
Cl 0.81 -1.01 0.63
H 1.38 1.22 2.83
H 3.77 0.48 1.03
H 3.99 -0.48 -0.87

Computed properties:
* SMILES string: O=C1C=CC(=O)C=C1.O=C1C=CC(=O)C=C1.O=C1C=CC(=O)C=C1.O=C1C=CC(=O)C=C1.O=C1C=CC(=O)C=C1.O=C1C=CC(=O)C=C1.O=C1C=CC(=O)C=C1.O=C(O)NP(O)Cl
* HOMO energy: -9.75 eV
* LUMO level: -2.003 eV
* F_max: 0.0203 Eh/bohr

List of Löwdin charges in e, atom by atom: number 1, O, carries 0.093; number 2, C, carries -0.382; number 3, C, carries 0.022; number 4, C, carries 0.021; number 5, C, carries -0.385; number 6, O, carries 0.083; number 7, C, carries 0.021; number 8, C, carries 0.017; number 9, H, carries 0.121; number 10, H, carries 0.121; number 11, H, carries 0.123; number 12, H, carries 0.072; number 13, O, carries 0.092; number 14, C, carries -0.377; number 15, C, carries 0.028; number 16, C, carries 0.013; number 17, C, carries -0.379; number 18, O, carries 0.095; number 19, C, carries 0.024; number 20, C, carries 0.021; number 21, H, carries 0.123; number 22, H, carries 0.039; number 23, H, carries 0.122; number 24, H, carries 0.122; number 25, O, carries 0.095; number 26, C, carries -0.376; number 27, C, carries 0.022; number 28, C, carries 0.025; number 29, C, carries -0.386; number 30, O, carries 0.105; number 31, C, carries 0.028; number 32, C, carries 0.030; number 33, H, carries 0.114; number 34, H, carries 0.118; number 35, H, carries 0.124; number 36, H, carries 0.090; number 37, O, carries 0.101; number 38, C, carries -0.387; number 39, C, carries 0.016; number 40, C, carries 0.017; number 41, C, carries -0.387; number 42, O, carries 0.105; number 43, C, carries 0.024; number 44, C, carries 0.017; number 45, H, carries 0.120; number 46, H, carries 0.120; number 47, H, carries 0.121; number 48, H, carries 0.105; number 49, O, carries 0.107; number 50, C, carries -0.388; number 51, C, carries 0.021; number 52, C, carries 0.020; number 53, C, carries -0.379; number 54, O, carries 0.094; number 55, C, carries 0.023; number 56, C, carries 0.026; number 57, H, carries 0.122; number 58, H, carries 0.121; number 59, H, carries 0.097; number 60, H, carries 0.123; number 61, O, carries 0.073; number 62, C, carries -0.383; number 63, C, carries 0.026; number 64, C, carries 0.030; number 65, C, carries -0.385; number 66, O, carries 0.116; number 67, C, carries 0.025; number 68, C, carries 0.019; number 69, H, carries 0.123; number 70, H, carries 0.125; number 71, H, carries 0.124; number 72, H, carries 0.129; number 73, O, carries 0.117; number 74, C, carries -0.382; number 75, C, carries 0.037; number 76, C, carries 0.023; number 77, C, carries -0.381; number 78, O, carries 0.097; number 79, C, carries 0.020; number 80, C, carries 0.029; number 81, H, carries 0.126; number 82, H, carries 0.097; number 83, H, carries 0.124; number 84, H, carries 0.124; number 85, O, carries 0.084; number 86, C, carries -0.720; number 87, O, carries 0.096; number 88, N, carries -0.122; number 89, P, carries 0.675; number 90, O, carries -0.366; number 91, Cl, carries 0.281; number 92, H, carries 0.115; number 93, H, carries 0.100; number 94, H, carries 0.006

Q: The highest F_max belongs to which entry?
A: C43H31ClNO17P